Record 1
This record from the Open Molecules 2025 dataset describes a molecular structure, C36H21F5N4O4PS2SeTi. The level of theory is ωB97M-V with the def2-TZVPD basis set.

The HOMO energy (spin up / spin down) comes out at -0.1082 / -0.1092 hartree. The value obtained for the calculated total energy is -184837.025 eV. The net charge is -1.

XYZ file:
```
75
C36H21F5N4O4PS2SeTi, DFT ωB97M-V with the def2-TZVPD basis set
Ti -1.22187 0.41168 1.17895
Se -1.09206 -5.36015 6.22162
N -2.39148 -4.60196 5.25069
C -1.82620 -3.74312 4.44936
C -2.56705 -2.93511 3.48296
C -3.91386 -3.03536 3.30032
C -4.50863 -2.21991 2.30213
C -3.75195 -1.35219 1.58253
N -2.39504 -1.19444 1.74535
C -1.81072 -2.02878 2.68263
C -0.43267 -1.90111 2.80925
N 0.13986 -0.94651 2.00849
C 1.48933 -0.79705 2.08759
C 2.28828 -1.56415 2.88156
C 1.70404 -2.54012 3.72314
C 0.34839 -2.69465 3.69969
C -0.37541 -3.63424 4.54929
N 0.19965 -4.40818 5.42630
H -4.49594 -3.72051 3.90012
H -5.57065 -2.27143 2.10573
H -4.20292 -0.73056 0.82458
H 1.90451 0.01319 1.51000
H 3.35313 -1.37875 2.89271
H 2.30131 -3.14108 4.39530
O 0.21763 0.48476 -0.33674
P 1.28769 0.64427 -1.36637
C 1.39122 -0.84847 -2.36468
C 0.88899 -2.00710 -1.77564
C 0.95452 -3.21148 -2.46029
C 1.51355 -3.25992 -3.72853
C 2.00802 -2.10414 -4.31876
C 1.94870 -0.89895 -3.63844
C 0.97710 2.09788 -2.38097
C 1.90397 2.55727 -3.31573
C 1.62681 3.68548 -4.06737
C 0.43260 4.36966 -3.87343
C -0.47168 3.93778 -2.91657
C -0.20211 2.80319 -2.16393
C 2.90507 0.91936 -0.63221
C 3.03992 2.06242 0.15715
C 4.21358 2.27677 0.85885
C 5.25393 1.36150 0.76487
C 5.12116 0.22372 -0.01927
C 3.94222 -0.00442 -0.71335
H 0.43403 -1.95223 -0.79291
H 0.55824 -4.10880 -2.00372
H 1.55725 -4.19965 -4.26446
H 2.43265 -2.14052 -5.31366
H 2.32004 0.00035 -4.11203
H 2.85558 2.05224 -3.43721
H 2.34604 4.04099 -4.79390
H 0.21885 5.25503 -4.45857
H -1.38734 4.48690 -2.74090
H -0.88252 2.48682 -1.38531
H 2.21079 2.75179 0.27008
H 4.30167 3.14547 1.49733
H 6.16885 1.52896 1.31919
H 5.92893 -0.49443 -0.07829
H 3.82535 -0.90342 -1.30607
O -1.34332 1.24308 2.98745
S -0.79781 2.63060 2.58294
O -0.93848 2.46433 1.07183
O -1.60301 3.69472 3.10865
S 1.10441 2.73532 3.04086
F -1.64858 -0.30064 -2.33051
C -2.61742 0.51684 -1.84470
C -2.72473 0.75080 -0.49048
C -3.76237 1.59581 -0.13738
F -3.97493 1.85693 1.17006
C -4.62564 2.19389 -1.03958
F -5.61668 3.00574 -0.64353
C -4.45677 1.93596 -2.39063
F -5.27600 2.49481 -3.29328
C -3.44557 1.08593 -2.80015
F -3.28645 0.83132 -4.10999
```

=====

Record 2
This record from the Open Molecules 2025 dataset describes 4 unconnected molecules or ions with the total composition C36H23Cl2F8NO19P2S3. The level of theory is ωB97M-V with the def2-TZVPD basis set.

The HOMO energy comes out at -0.3313 hartree. The value obtained for the calculated total energy is -175961.495 eV.

XYZ file:
```
94
C36H23Cl2F8NO19P2S3, DFT ωB97M-V with the def2-TZVPD basis set
C 6.94773 0.72076 0.06552
C 7.67365 1.91831 -0.60361
Cl 9.20118 2.57549 0.08513
C 7.20285 2.49010 -1.74652
Cl 8.14588 3.85486 -2.46668
C 5.95705 2.07292 -2.52640
C 4.71834 1.57094 -1.96040
C 3.55966 1.20859 -2.77700
C 3.64779 1.39841 -4.21492
C 4.87542 1.90900 -4.82510
S 5.03236 2.19273 -6.60455
O 6.40699 2.08243 -7.06607
O 4.60289 3.56662 -6.82828
F 4.01462 1.25694 -7.46757
C 6.01719 2.23456 -3.99061
S 2.14851 0.96846 -5.16663
C 0.84902 1.45659 -3.98142
C -0.39328 2.01145 -4.45630
C -1.39476 2.37741 -3.45600
S -2.99840 3.12838 -3.86165
O -3.04174 4.39526 -3.13731
O -3.18162 3.28179 -5.29545
C -4.36236 2.06151 -3.18587
F -4.55216 0.97519 -4.01982
F -4.07483 1.52781 -1.94396
C -5.75787 2.81762 -3.01865
F -5.76482 3.62704 -1.91834
F -6.68541 1.82040 -2.77678
C -6.24055 3.62409 -4.28715
F -7.58452 3.87055 -4.10291
F -5.64832 4.83021 -4.44037
F -6.12542 2.91181 -5.43690
C -1.10305 2.14545 -2.05220
C 0.13810 1.56480 -1.55499
P 0.27672 1.32014 0.28248
P -0.50348 -0.69867 0.72295
O 0.59301 -1.72162 0.95273
O -1.53850 -0.67493 2.01227
O -1.39622 -1.17223 -0.59544
C 1.16469 1.22516 -2.55741
N 2.40401 0.68804 -2.09725
H 6.59678 -0.06475 -0.64409
H 6.03153 1.14472 0.57179
H 7.56798 0.30831 0.90707
H 4.63671 1.43781 -0.85649
H 6.92878 2.63017 -4.50187
H -0.60605 2.16741 -5.53690
H -1.88156 2.43637 -1.30768
H 1.65531 1.19703 0.67338
H -1.03727 -0.61339 2.84916
H -0.82880 -1.72734 -1.16227
H 2.49493 0.72991 -1.08420
O -3.66709 -2.52077 -5.23928
C -4.67089 -3.04540 -4.79160
C -5.72128 -2.28895 -4.11357
C -6.79774 -2.91175 -3.62353
O -7.77836 -2.23647 -2.99779
C -6.96620 -4.39201 -3.74582
O -7.95314 -4.92088 -3.26922
C -5.92685 -5.14617 -4.44528
C -4.85239 -4.52225 -4.93798
O -3.88333 -5.19338 -5.58759
H -5.58697 -1.21974 -4.02950
H -8.43611 -2.91063 -2.73918
H -6.06856 -6.21375 -4.54272
H -3.22332 -4.51942 -5.84022
O 2.73621 -3.03578 2.33549
C 2.96519 -3.12561 3.52532
C 4.08365 -3.90863 4.05518
C 4.28940 -3.99341 5.37249
O 5.31276 -4.70551 5.88253
C 3.39384 -3.30257 6.34828
O 3.60784 -3.42230 7.54146
C 2.29095 -2.50102 5.82189
C 2.08450 -2.41133 4.50345
O 1.07363 -1.67554 4.00039
H 4.72354 -4.40587 3.33929
H 5.24050 -4.60876 6.85162
H 1.66156 -1.99290 6.53822
H 1.12860 -1.76516 3.02337
O -2.08141 2.20690 10.70405
C -1.72801 1.42902 9.83830
C -2.10933 0.01766 9.84087
C -1.68168 -0.80176 8.87531
O -2.02107 -2.10360 8.85475
C -0.80356 -0.31320 7.76877
O -0.42167 -1.09910 6.91875
C -0.44157 1.10185 7.75224
C -0.87182 1.92282 8.71591
O -0.55453 3.22890 8.72182
H -2.74289 -0.32377 10.64775
H -1.58702 -2.47519 8.06285
H 0.17966 1.44609 6.93674
H -0.98370 3.59874 9.51778
```

=====

Record 3
This record from the Open Molecules 2025 dataset describes a molecular structure, C36H25B4F15O42Y. The level of theory is ωB97M-V with the def2-TZVPD basis set.

The HOMO energy comes out at -0.3021 hartree. The value obtained for the calculated total energy is -168249.543 eV. The net charge is -1.

XYZ file:
```
123
C36H25B4F15O42Y, DFT ωB97M-V with the def2-TZVPD basis set
Y -0.28461 -0.18144 -0.67477
O -4.24787 6.38713 -0.29749
C -3.80662 6.73187 0.81702
O -4.00190 7.87864 1.41856
B -3.37184 7.90713 2.76883
O -2.74905 6.55953 2.91854
C -2.98155 5.83589 1.78839
O -2.58032 4.66924 1.58072
O -4.36029 8.18655 3.85588
C -4.01538 9.24417 4.54575
O -4.60110 9.75433 5.49483
C -2.64418 9.77624 3.98721
O -2.36848 9.03576 2.93011
O -1.98734 10.75394 4.38463
O 3.65929 10.24224 2.61121
C 3.74515 9.04893 2.91897
O 4.08827 8.06917 2.07577
B 4.16781 6.78399 2.77359
O 3.99647 7.16701 4.23448
C 3.79555 8.46517 4.40769
O 3.72319 9.20335 5.42672
O 5.41589 6.08393 2.59099
C 5.21155 4.89323 2.01872
O 6.04412 4.09518 1.64747
C 3.67315 4.76225 1.94506
O 3.10219 5.80982 2.40875
O 3.13608 3.80781 1.42205
O 3.52397 -4.44157 1.09558
C 4.18283 -5.51711 1.23675
O 5.48612 -5.55888 0.95172
B 5.97230 -6.87518 1.44938
O 4.75328 -7.67640 1.66821
C 3.72993 -6.90883 1.65421
O 2.51974 -7.19153 1.81731
O 6.73787 -6.71344 2.71767
C 7.86919 -7.41803 2.62697
O 8.69977 -7.64455 3.49500
C 7.98631 -7.88329 1.15565
O 6.89508 -7.48926 0.51788
O 8.97088 -8.51553 0.66721
O -2.81931 -6.25975 -4.99472
C -1.69746 -6.70607 -5.13045
O -1.43371 -7.92299 -5.56909
B 0.01045 -8.06196 -5.66428
O 0.59411 -6.84599 -5.07927
C -0.38074 -6.01247 -4.69402
O -0.26314 -4.92839 -4.11353
O 0.64092 -8.17091 -7.04400
C 1.20707 -9.37242 -7.19965
O 1.60295 -9.83581 -8.24335
C 1.25540 -10.12518 -5.83938
O 0.55194 -9.28677 -4.99599
O 1.72969 -11.27691 -5.62430
C 0.08901 -3.90395 7.33058
C 0.52248 -2.85479 6.33572
O 0.19200 -1.57090 6.84258
C -0.09008 -0.54193 6.01066
O -0.10566 -0.66374 4.77780
C -0.53195 0.78645 6.75579
F -1.74083 1.11199 6.38104
F -0.52209 0.53335 8.10377
F 0.32510 1.71785 6.46010
H -0.98190 -3.74489 7.45684
H 0.59604 -3.86490 8.29468
H 0.37749 -4.86529 6.90549
H 0.11650 -3.09613 5.35336
H 1.59596 -2.83104 6.14818
C -6.30247 -0.52315 4.98990
C -6.07859 -1.02086 3.62825
O -5.81787 -2.38118 3.57417
C -4.87950 -2.92409 2.68086
O -4.02822 -2.21991 2.05602
C -4.94147 -4.49751 2.53668
F -4.28606 -4.96701 3.59034
F -6.22832 -4.97017 2.53136
F -4.26780 -4.88169 1.46140
H -7.29272 -0.57326 5.44265
H -6.24638 0.56306 4.91841
H -5.58210 -0.85896 5.73582
H -5.30829 -0.40181 3.16834
H -7.01250 -0.88491 3.08290
C 0.53417 8.65079 -3.58264
C 1.50319 7.52730 -3.95973
O 0.85642 6.37287 -3.51608
C 0.48980 5.30370 -4.28888
O 0.16513 4.23341 -3.74068
C 0.44696 5.50668 -5.84673
F -0.27891 6.59044 -6.23376
F 1.70129 5.51579 -6.31502
F -0.12245 4.43465 -6.39730
H 0.49430 8.77126 -2.50005
H -0.47731 8.58154 -3.98292
H 0.87171 9.62105 -3.94700
H 2.43842 7.54517 -3.40016
H 1.67756 7.54928 -5.03547
C -8.88281 -2.82478 -2.45175
C -8.66028 -1.32337 -2.64560
O -7.31323 -0.97569 -2.31987
C -6.35642 -0.40930 -3.16217
O -5.15081 -0.42572 -2.80022
C -6.84462 0.40706 -4.41531
F -7.06570 -0.42272 -5.47339
F -7.99128 1.03404 -4.11944
F -5.93132 1.24910 -4.80219
H -8.57373 -3.27184 -1.50692
H -8.35656 -3.41578 -3.20133
H -9.94998 -3.01370 -2.56823
H -9.36077 -0.92826 -1.90986
H -9.03889 -1.04391 -3.62878
C 8.28898 -2.16149 -2.61055
C 6.99997 -1.36907 -2.78847
O 6.27901 -1.90360 -3.87049
C 5.07199 -1.40919 -4.24349
O 4.21351 -0.85808 -3.49168
C 4.82366 -1.59373 -5.73064
F 3.54997 -1.30322 -5.92533
F 5.58727 -0.71940 -6.39269
F 5.03909 -2.82181 -6.13607
H 8.98385 -1.95143 -3.42365
H 8.19767 -3.24756 -2.59572
H 8.77635 -1.82549 -1.69530
H 7.27010 -0.31974 -2.90687
H 6.44187 -1.35720 -1.85226
```

=====

Record 4
This record from the Open Molecules 2025 dataset describes a molecular structure, C36H26Br2CaN10O4. The level of theory is ωB97M-V with the def2-TZVPD basis set.

The HOMO energy comes out at -0.2617 hartree. The value obtained for the calculated total energy is -219372.582 eV.

XYZ file:
```
79
C36H26Br2CaN10O4, DFT ωB97M-V with the def2-TZVPD basis set
Ca 0.80549 1.74319 -1.75940
C -4.46831 0.52386 -0.31253
N -3.18561 0.33327 -0.95696
C -1.97428 0.77196 -0.58980
N -1.08811 0.43125 -1.50146
C -1.82439 -0.22887 -2.43231
N -3.10156 -0.31444 -2.13558
C -4.62349 -0.20829 1.00482
C -5.73894 0.05404 1.79390
C -5.91477 -0.59836 3.00401
C -4.97938 -1.51658 3.45032
C -3.85971 -1.77701 2.66901
C -3.68794 -1.12678 1.44692
C -2.84323 -2.71378 3.11846
N -2.76487 -3.37481 4.22858
N -1.60775 -4.10717 4.17690
C -1.04660 -3.84401 3.04117
O -1.78257 -2.96797 2.31847
C 0.19953 -4.33741 2.47800
C 1.16129 -4.94569 3.27990
C 2.35527 -5.35491 2.71454
C 2.59784 -5.16920 1.35943
C 1.63103 -4.58694 0.55141
C 1.85070 -4.38529 -0.93135
N 2.05338 -2.98909 -1.28070
C 1.15754 -2.03456 -1.57220
N 1.77647 -0.89997 -1.82720
C 3.08786 -1.22391 -1.66182
N 3.29434 -2.47900 -1.33972
C 0.43487 -4.17392 1.11673
H -5.21376 0.17653 -1.02564
H -4.62324 1.59277 -0.15223
H -1.76343 1.31520 0.32018
H -1.40650 -0.64869 -3.33316
H -6.47506 0.77647 1.45922
H -6.78288 -0.37870 3.61120
H -5.09736 -2.03132 4.39407
H -2.80517 -1.33900 0.86016
H 0.95634 -5.08586 4.33276
H 3.11460 -5.81087 3.33608
H 3.54399 -5.47691 0.93116
H 0.98782 -4.75317 -1.48611
H 2.73922 -4.91842 -1.25897
H 0.09221 -2.19723 -1.59758
H 3.90165 -0.52992 -1.78967
H -0.33061 -3.72515 0.49507
O 1.04367 4.52867 -0.88070
C 0.44595 4.10372 -1.86395
O 0.93836 3.43408 -2.82811
C -1.06736 4.25828 -1.94505
C -1.75630 5.38668 -1.52008
C -3.13186 5.41357 -1.66484
C -3.77475 4.31519 -2.22236
C -3.00483 3.22631 -2.59707
N -1.68139 3.19049 -2.45701
H -1.20616 6.21593 -1.09759
H -3.69757 6.28041 -1.34796
H -4.84646 4.30635 -2.36872
H -3.45921 2.34366 -3.03766
C 3.65941 2.03725 -3.72468
C 3.97817 2.00865 -2.25901
C 5.30093 2.11448 -1.78494
C 5.54601 2.05247 -0.44195
C 4.48268 1.89819 0.47199
C 4.62544 1.78936 1.86951
Br 6.35163 1.86860 2.67032
C 3.53279 1.63077 2.67818
C 2.25577 1.60092 2.12194
Br 0.74588 1.39695 3.24884
C 1.99865 1.71375 0.75093
O 0.81402 1.68434 0.25698
C 3.17726 1.83508 -0.08314
N 2.97169 1.86995 -1.42130
H 4.56239 2.04909 -4.33089
H 3.06159 2.92462 -3.93871
H 3.05845 1.16446 -3.99346
H 6.11191 2.23916 -2.48984
H 6.55769 2.12331 -0.06524
H 3.65361 1.52993 3.74749
```

=====

The max |F| results, record by record, are as follows: 0.45, 5.42, 5.87, 3.96 eV/A.
The relative energy (zero: lowest compared OMol25 entry of this formula, charge and spin) results, record by record, are as follows: 0.0, 109.4, 521.9, 0.0 kcal/mol.
The molecular weight results, record by record, are as follows: 890.5, 1154.6, 1546.7, 862.6 g/mol.